# 1
The following is a DFT calculation (wB97M-V/def2-TZVPD) of a structure of composition C14H27NNbO12S3 at a distorted geometry.

molar mass = 590.5 g mol⁻¹
total charge = -1

Cartesian coordinates (Å):
Nb: 0.9423 1.7900 -2.8809
S: -3.1385 -0.7157 6.8198
S: 0.4235 -1.0923 -7.3262
S: -0.3513 0.2882 3.6731
O: 1.5869 -2.0602 -7.9062
O: -0.5508 -2.2554 -6.7588
O: 0.7524 1.4774 3.6721
O: -2.2739 -0.9292 8.1736
O: -0.8585 0.1354 2.3562
O: -1.4719 1.0403 4.5683
O: 0.1714 -0.7991 4.4314
O: -2.2485 -0.3312 5.7723
O: -3.5697 -2.2621 6.6014
O: -0.2232 -0.4666 -8.4304
O: 0.9420 -0.3667 -6.2256
O: -4.3076 0.0288 7.1483
N: -3.0232 0.7980 -3.3402
C: 2.6539 1.5644 -1.3657
C: 4.0643 1.2507 -1.7463
C: -0.8906 1.7654 -4.2841
C: 4.6611 1.2539 0.7667
C: 5.0691 1.0901 -0.6451
C: -1.7191 0.4266 -3.9733
C: 2.2710 1.7472 0.0761
C: 1.3539 -3.4012 -7.4774
C: -2.5634 -2.2179 8.7155
C: -0.1508 -3.5099 -7.3057
C: 0.1816 2.6586 4.2282
C: -2.8491 -3.0952 7.5099
C: -0.8786 2.1709 5.2004
C: 3.2729 1.5871 1.1746
H: 2.0782 2.3160 -4.2089
H: 1.8720 -3.5500 -6.5264
H: 6.1428 0.8319 -0.8660
H: -1.7251 -2.5830 9.3067
H: -3.4386 -3.9737 7.7698
H: 0.9488 3.2564 4.7195
H: 4.3391 1.1392 -2.8330
H: -1.8135 -0.2528 -4.8673
H: 5.4476 1.1219 1.5533
H: -0.5963 1.8536 -5.3723
H: -0.2640 3.2374 3.4151
H: -1.1007 -0.1391 -3.2043
H: -0.4361 -4.3260 -6.6436
H: 2.9768 1.6928 2.2550
H: -3.7497 0.1648 -3.6916
H: 1.2203 0.0497 -3.3286
H: 1.1985 2.0113 0.3165
H: -2.9222 0.5625 -2.3470
H: 0.6904 3.5525 -2.4926
H: -1.6301 2.9307 5.4103
H: -0.6506 -3.6332 -8.2710
H: 1.7371 -4.1078 -8.2129
H: -1.5899 2.6359 -4.0733
H: -3.4460 -2.1255 9.3548
H: -0.4286 1.8343 6.1403
H: -0.2148 1.3410 -1.5459
H: -1.9232 -3.4107 7.0218

Atomic partial charges in e from the natural (NBO) method, atoms 1 to 2: atom 1 (Nb): 1.959, atom 2 (S): 2.530



# 2
The following is a DFT calculation (wB97M-V/def2-TZVPD) of a structure of composition C14H28BBeN8O3S.

molar mass = 408.3 g mol⁻¹
total charge = +1

Cartesian coordinates (Å):
S: -0.3501 -3.7102 -0.1998
O: -0.3667 -2.8287 -1.4232
O: 0.3535 0.1281 2.3038
O: -1.0350 -0.1893 0.5919
N: -3.5449 0.5823 -1.4971
N: -2.1411 2.6880 -0.9849
N: 0.6339 -0.2349 -1.2497
N: 2.7540 1.1969 2.4525
N: -1.0092 1.9838 -1.1379
N: 3.8120 3.2414 2.1954
N: 1.5577 3.1181 2.7237
N: -2.4679 -0.2038 -1.7420
C: 3.8172 0.3610 1.9049
C: 2.7193 2.5104 2.4626
C: -0.4740 4.1367 -0.8467
C: -4.6540 -0.1014 -1.7701
C: 2.3727 -1.0982 0.3093
C: -2.0143 -4.3361 -0.0418
C: -4.3149 -1.3712 -2.2103
C: 1.2729 -0.0546 0.0733
C: -1.8522 3.9754 -0.8048
C: -2.9315 -1.3872 -2.1680
C: 3.2235 -1.0098 1.5831
C: 0.4539 -5.2285 -0.7022
C: 0.0075 2.8544 -1.0618
C: 0.1160 -0.0414 1.1022
B: -3.5868 2.1318 -1.2372
Be: -1.0269 0.2412 -0.9929
H: 1.0265 2.5284 -1.1924
H: 4.0451 -1.7183 1.4739
H: 4.2426 0.8232 1.0069
H: 1.7188 0.9418 0.0955
H: -5.6150 0.3719 -1.6567
H: -2.6460 4.6952 -0.6961
H: 2.6484 -1.3397 2.4505
H: 3.0379 -1.0403 -0.5582
H: -2.6487 -3.4954 0.2331
H: -3.9989 2.6643 -2.2374
H: 0.7186 2.5629 2.8105
H: 1.4544 -4.9573 -1.0339
H: 1.1700 0.1739 -2.0062
H: 1.9186 -2.0915 0.2796
H: -4.2756 2.3534 -0.2758
H: 3.7895 4.2433 2.2676
H: -2.3260 -4.7544 -0.9981
H: 1.8279 0.7187 2.5641
H: 0.5189 -5.8986 0.1544
H: 1.4829 4.1166 2.7929
H: -2.2357 -2.1686 -2.4170
H: 4.7156 2.8019 2.1827
H: -4.9769 -2.1603 -2.5183
H: -2.0379 -5.0920 0.7425
H: 4.6172 0.2479 2.6400
H: 0.5166 -1.2446 -1.4429
H: 0.0847 5.0528 -0.7741
H: -0.0984 -5.6896 -1.5195

Atomic partial charges in e from the natural (NBO) method, atoms 1 to 2: atom 1 (S): 1.249, atom 2 (O): -1.035



# 3
The following is a DFT calculation (wB97M-V/def2-TZVPD) of the ion C14H28BIN3O6 with charge +1 at a distorted geometry.

molar mass = 472.1 g mol⁻¹
SMILES = CCOB(O)N/C(NCCCCO)=[N+](\CCOC(=O)CC)CC(=O)I
total charge = +1

Cartesian coordinates (Å):
I: -0.4888 -0.5656 -4.6097
O: -2.4421 -0.0201 -2.3310
O: -4.1417 -0.7372 0.2671
O: 3.6348 -3.1047 0.8401
O: 3.3814 3.9495 -0.8029
O: -4.4140 1.7514 0.4474
O: 2.8632 -2.1656 -1.3822
N: 0.8892 -0.0436 0.6653
N: -0.9928 -1.3759 -0.2189
N: 1.1369 -2.5875 0.6191
C: 0.7722 3.7087 -0.7733
C: 1.3444 2.3459 -0.0644
C: 0.3961 -1.2917 0.3744
C: 5.0229 -1.0158 1.6181
C: -1.0202 -2.0612 -1.5667
C: -7.4536 1.4938 0.6888
C: -6.5152 0.4112 -0.1090
C: 3.9060 -2.1731 1.9465
C: -1.9997 -1.9453 0.7556
C: -1.4462 -0.8752 -2.6668
C: -3.0215 -0.7060 1.2209
C: 0.1400 1.2764 0.3865
C: 2.1128 4.5006 -1.3841
C: -4.8996 0.5234 0.2494
B: 2.5131 -2.6143 -0.0202
H: 1.9847 2.5197 0.9008
H: 4.1298 4.0334 -1.4643
H: 5.6987 -1.2341 0.6851
H: -1.4628 -2.3212 1.7487
H: -7.5911 1.1209 1.8018
H: -6.9228 2.5357 0.7384
H: 1.8454 0.0921 1.1132
H: -1.8458 -2.8925 -1.6814
H: 0.3739 4.4057 0.0986
H: 0.6367 -3.4218 0.2178
H: -2.6496 -2.8269 0.3438
H: -2.3913 0.2863 1.2086
H: 0.0020 -2.5532 -1.8721
H: -3.3798 -0.8504 2.3412
H: 2.0930 5.6371 -1.0260
H: -0.0474 3.5122 -1.5974
H: 5.7091 -0.9298 2.5896
H: -6.8411 -0.6851 0.2243
H: -6.6248 0.4584 -1.2914
H: 2.0225 1.7208 -0.8223
H: 4.3166 -2.7881 2.8739
H: 2.1660 4.3879 -2.5476
H: 3.4268 -1.3244 -1.2446
H: -0.4198 1.6198 1.3677
H: -0.5754 1.2113 -0.5376
H: 2.9276 -1.6084 2.3256
H: 4.4942 0.0454 1.5282
H: -8.4978 1.5314 0.1604

Atomic partial charges in e from the natural (NBO) method, atoms 1 to 2: atom 1 (I): 0.179, atom 2 (O): -0.526



HOMO level values (in eV) by entry order: -4.235, -10.796, -12.496.
Total energy values (in Eh) by entry order: -2758.38653, -1651.87090, -1488.02353.